Entry 1:
Here is an isolated ion of composition C4H5O3 and charge -1 from the OMol25 dataset. Energies are from ωB97M-V/def2-TZVPD.

Geometry (Å):
C -1.80032 0.31101 1.02927
C -1.12857 0.14565 -0.08091
C 0.31085 -0.46122 -0.26908
O 0.75759 -1.42882 0.58770
O 0.66191 -0.64226 -1.62771
C 1.39800 0.35733 -0.74864
O 2.56130 0.11937 -0.26922
H -2.83688 0.88751 0.83258
H -1.52579 0.06457 2.08192
H -1.48065 0.62376 -0.91136
H 1.82056 -1.25920 0.65595
H 1.26200 1.28231 -1.28049

Cartesian forces, eV/Å:
C -3.1 1.6 1.1
C 3.9 -2.1 1.6
C -2.3 0.6 0.1
O 1.5 -0.2 1.0
O -0.2 -0.9 -0.4
C 1.3 0.8 -0.3
O 0.9 -0.3 0.1
H 2.3 -1.3 1.0
H -0.2 -0.1 -1.2
H -0.9 0.8 -2.4
H -2.7 0.4 -0.7
H -0.4 0.9 0.1

## Properties
Maximum force: 4.76 eV/A
Kohn-Sham gap: 7.50 eV
Total charge: -1
ΔE to the lowest compared entry with this formula, charge and spin: 3.0252 eV


Entry 2:
Here is C4H5O3Tm as an isolated structure from the OMol25 dataset. Energies are from ωB97M-V/def2-TZVPD.

Geometry (Å):
O -0.26574 0.65292 -0.99443
C -0.18664 1.19156 0.16212
C -0.37663 0.44736 1.34459
C -0.73772 1.13551 2.45418
H -0.14097 2.28675 0.19210
H -0.29181 -0.63840 1.31741
H -1.05463 2.17892 2.39329
H -0.80559 0.64179 3.42382
O 1.19172 -0.47920 -2.92604
C 0.60336 -1.32849 -2.36204
O 0.59666 -2.32976 -1.73618
Tm 0.95976 -4.64787 -1.49826
H 0.50823 0.88892 -1.77057

Cartesian forces, eV/Å:
O 3.2 -0.3 0.2
C -0.6 1.8 -3.8
C 0.2 -2.9 -1.6
C -1.3 1.7 3.6
H 0.8 0.2 0.1
H -0.1 0.1 0.2
H 0.0 0.2 0.2
H 0.1 0.1 0.3
O -3.2 -0.7 1.1
C 5.2 0.6 -1.7
O -1.9 -0.1 0.1
Tm 0.2 -1.2 -0.2
H -2.6 0.5 1.5

## Properties
Spin multiplicity: 3
Expectation value of S²: 2.011
Maximum force: 5.48 eV/A
Kohn-Sham gap (spin up / spin down): 6.89 / 3.04 eV
Total charge: +4


Entry 3:
Here is C4H5O6Rb as an isolated structure from the OMol25 dataset. Energies are from ωB97M-V/def2-TZVPD.

Geometry (Å):
H 0.19821 1.52948 1.27465
C 0.73717 0.57356 1.19246
C 1.52811 0.55835 -0.10596
O 0.68775 0.83046 -1.21884
C 0.03378 -0.17910 -1.88747
O 0.47681 -1.34252 -1.77819
O -1.01949 0.21755 -2.43189
Rb -0.44571 -3.17992 0.06436
O -0.17974 -0.49374 1.25235
H 1.44901 0.51521 2.03393
H 2.04863 -0.39545 -0.26187
H 2.28200 1.35843 -0.08423
H -1.81790 0.73460 -0.54424
O -2.26034 -1.35773 0.84883
O -2.01071 0.88553 0.46270
C -1.70758 -0.25471 1.18339

Cartesian forces, eV/Å:
H 0.1 -0.1 -0.1
C -0.5 0.1 0.0
C 0.0 -0.2 -0.5
O 0.7 0.9 0.4
C -1.7 -0.3 0.4
O 0.5 -0.4 -0.2
O 0.8 -0.3 0.0
Rb -0.1 0.8 -0.1
O -0.1 -0.1 0.0
H -0.1 -0.1 0.0
H -0.1 0.0 0.1
H -0.1 -0.1 0.0
H -0.4 0.1 1.9
O 0.2 0.4 0.6
O 0.7 0.0 -1.6
C 0.1 -0.9 -0.8

## Properties
Spin multiplicity: 2
Expectation value of S²: 0.753
Maximum force: 1.92 eV/A
Kohn-Sham gap (spin up / spin down): 3.44 / 6.46 eV
Total charge: -1


Entry 4:
Here is an isolated molecule of C4H5OP from the OMol25 dataset. Energies are from ωB97M-V/def2-TZVPD.

Geometry (Å):
C 2.13558 0.09425 1.04308
C 1.02756 0.50800 1.61965
C 1.01051 0.43956 0.21423
C -1.74653 0.09277 -0.91701
O 0.23671 -1.23104 -2.18676
P -0.02717 -0.66498 -0.82531
H 3.04230 -0.43359 1.16026
H 0.48890 0.62619 2.44055
H -1.90062 1.08269 -1.41959
H -1.90773 0.22330 0.13911
H -2.35952 -0.73715 -1.26821

Cartesian forces, eV/Å:
C -1.2 0.6 0.5
C 2.9 -0.3 -2.5
C -0.6 -1.6 -1.7
C 1.3 0.5 0.5
O 0.8 0.4 0.7
P -1.2 0.5 -1.4
H 0.8 -0.1 -0.1
H -2.2 0.6 3.4
H 0.3 -1.2 0.1
H -0.7 0.3 0.6
H -0.1 0.4 -0.2

## Properties
Maximum force: 4.09 eV/A
Kohn-Sham gap (spin up / spin down): 7.51 / 7.51 eV
Total charge: 0
ΔE to the lowest compared entry with this formula, charge and spin: 3.1797 eV


Entry 5:
Here is a 2-piece molecular cluster, C4H5P overall from the OMol25 dataset. Energies are from ωB97M-V/def2-TZVPD.

Geometry (Å):
C 1.00889 0.23465 0.32569
C -1.95576 -1.16735 -0.17624
C -1.63908 -0.12419 0.50557
C 2.01493 1.14798 -0.15569
P 2.24595 -0.78933 -0.05382
H -2.97271 -1.55157 -0.24310
H -1.22109 -1.73531 -0.72898
H -1.99736 0.64265 1.14569
H 1.93648 1.57841 -1.15293
H 2.57975 1.76405 0.53382

Cartesian forces, eV/Å:
C -0.9 -0.9 -0.2
C -0.3 -0.6 -0.4
C 2.0 0.5 0.0
C 0.0 0.3 -0.2
P -0.6 0.3 0.3
H -0.1 0.1 0.1
H 0.2 0.0 -0.1
H -0.3 0.3 0.2
H 0.0 0.0 0.0
H 0.0 0.0 0.1

## Properties
Maximum force: 2.02 eV/A
Kohn-Sham gap (spin up / spin down): 7.58 / 8.40 eV
Total charge: 0
ΔE to the lowest compared entry with this formula, charge and spin: 5.3964 eV


Entry 6:
Here is a 2-piece molecular cluster, C4H5P overall from the OMol25 dataset. Energies are from ωB97M-V/def2-TZVPD.

Geometry (Å):
C 0.26994 1.27296 -0.45774
C 1.20537 0.48042 -0.15269
P 2.20725 -0.81514 0.00128
H -0.47102 1.43406 0.30629
H 0.32330 2.07940 -1.18590
H 3.28804 -0.15071 0.65123
C -2.09046 -0.65620 0.34835
C -1.25158 -1.51980 0.22944
H -2.60770 0.31640 0.14990
H -0.87312 -2.44141 0.10985

Cartesian forces, eV/Å:
C -1.3 2.8 0.3
C 2.4 -2.2 -0.1
P 0.0 0.2 -0.1
H -0.5 0.0 0.1
H 0.0 -0.5 -0.4
H -0.2 0.0 0.2
C 0.3 1.5 -1.0
C -2.8 2.5 0.6
H 0.6 -1.7 0.7
H 1.6 -2.5 -0.2

## Properties
Maximum force: 3.75 eV/A
Kohn-Sham gap: 9.67 eV
Total charge: 0
ΔE to the lowest compared entry with this formula, charge and spin: 3.3755 eV


Entry 7:
Here is an isolated molecule of C4H6 from the OMol25 dataset. Energies are from ωB97M-V/def2-TZVPD.

Geometry (Å):
C 0.12798 -0.98828 1.00488
C 0.67415 0.08196 0.13185
C -0.02114 0.88013 -0.72846
C -1.31747 1.43760 -0.71647
H -0.05401 -1.86450 0.36384
H -0.83398 -0.71041 1.44844
H 0.84991 -1.30475 1.76307
H 1.75888 0.09610 0.01166
H 0.63835 1.08161 -1.57797
H -1.65093 1.58497 -1.76684

Cartesian forces, eV/Å:
C -0.1 0.0 0.1
C 0.2 -0.4 0.1
C -0.4 0.2 0.0
C 0.7 -0.7 -0.5
H 0.0 0.1 0.2
H 0.1 0.0 0.0
H -0.2 0.1 0.0
H -0.2 -0.2 -0.1
H -0.1 0.7 -0.1
H 0.0 0.0 0.4

## Properties
Maximum force: 1.11 eV/A
Kohn-Sham gap (spin up / spin down): 7.44 / 7.93 eV
Total charge: 0
ΔE to the lowest compared entry with this formula, charge and spin: 3.4153 eV


Entry 8:
Here is an isolated molecule of C4H6 from the OMol25 dataset. Energies are from ωB97M-V/def2-TZVPD.

Geometry (Å):
C 1.37059 0.79441 -1.28402
C 0.25610 0.16042 -0.58126
C -0.56249 -0.31417 0.16359
C -1.37702 -0.79787 1.27546
H 1.07337 1.73192 -1.76570
H 1.81936 0.13839 -2.03635
H 2.13763 1.02787 -0.53633
H -0.82214 -1.57312 1.81180
H -2.35021 -1.20025 0.98630
H -1.54520 0.03240 1.96651

Cartesian forces, eV/Å:
C 0.1 0.0 0.0
C -0.3 -0.2 0.4
C 0.5 0.3 -0.2
C -0.1 0.0 0.1
H 0.0 -0.2 0.0
H -0.1 0.1 0.1
H 0.0 0.0 -0.2
H -0.2 0.0 0.0
H 0.1 0.0 -0.1
H -0.1 -0.1 0.0

## Properties
Maximum force: 0.58 eV/A
Kohn-Sham gap: 10.46 eV
Total charge: 0
ΔE to the lowest compared entry with this formula, charge and spin: 0.4429 eV


Entry 9:
Here is an isolated molecule of C4H6 from the OMol25 dataset. Energies are from ωB97M-V/def2-TZVPD.

Geometry (Å):
C -0.97882 1.05901 -0.00490
C -0.35607 -0.17368 0.53980
C 0.77972 -0.79065 0.10648
C 2.00019 -0.35788 -0.44665
H -1.45927 0.78430 -0.95528
H -0.23724 1.83087 -0.22941
H -1.76574 1.44170 0.64975
H -0.97293 -0.76670 1.21526
H 0.60597 -1.86416 0.23427
H 2.38418 -1.16280 -1.10931

Cartesian forces, eV/Å:
C 0.1 0.1 0.0
C -0.4 0.0 0.0
C 0.4 0.1 -0.2
C -0.9 -0.6 -0.1
H 0.1 0.1 0.1
H 0.0 0.0 0.0
H 0.2 0.0 0.0
H -0.1 0.0 -0.3
H 0.7 -0.2 0.3
H 0.1 0.4 0.2

## Properties
Maximum force: 1.11 eV/A
Kohn-Sham gap (spin up / spin down): 7.45 / 7.93 eV
Total charge: 0
ΔE to the lowest compared entry with this formula, charge and spin: 3.4523 eV


| no. | E_tot (Ha) |
| --- | --- |
| 1 | -381.089417 |
| 2 | -1464.293063 |
| 3 | -630.990021 |
| 4 | -571.850171 |
| 5 | -496.502358 |
| 6 | -496.576627 |
| 7 | -155.837171 |
| 8 | -155.946404 |
| 9 | -155.835810 |